[1]
A structure of composition C24H26BrFMnN9O7. Source: OMol25; level of theory: the ωB97M-V functional and the def2-TZVPD basis.

Last column: Mulliken charge in e.
Cartesian coordinates (Å):
1 Mn 0.5662 1.4540 3.2509  0.588
2 F -1.7964 1.7895 -2.9654  -0.333
3 C -1.0733 0.7796 -2.4556  0.186
4 C -0.6361 0.9024 -1.1829  -0.589
5 C 0.1094 -0.1245 -0.5777  1.125
6 C 0.5674 -0.0163 0.7641  1.743
7 O 0.2530 1.0442 1.4411  -0.719
8 C 1.2939 -1.0787 1.2913  0.022
9 C 1.5359 -2.1885 0.5104  -0.535
10 N 1.1276 -2.3000 -0.7512  0.296
11 C 1.4405 -3.5114 -1.5164  -0.434
12 C 2.4512 -3.4276 -2.6224  -0.368
13 C 2.7814 -4.1504 -1.3536  -1.013
14 C 0.3886 -1.2688 -1.3345  -0.789
15 C -0.0769 -1.3787 -2.6479  -0.989
16 C -0.8299 -0.3759 -3.2525  -0.341
17 N -1.3133 -0.4980 -4.5439  0.167
18 C -1.4525 -1.7897 -5.2075  -0.717
19 C -0.7181 -1.7775 -6.5368  -0.668
20 N -1.0901 -0.5208 -7.3183  -0.066
21 C -2.2598 0.2135 -6.7144  -1.093
22 C -1.9594 0.6141 -5.2750  -0.533
23 C 1.8813 -1.0600 2.6513  -0.005
24 O 2.5148 -1.9530 3.1153  -0.550
25 O 1.7274 0.0884 3.3672  -0.307
26 H -0.8919 1.7936 -0.6234  0.531
27 H 2.0790 -3.0230 0.9313  0.793
28 H 0.5800 -4.1539 -1.6456  0.500
29 H 2.9348 -2.4720 -2.7882  0.214
30 H 2.2717 -4.0102 -3.5176  0.321
31 H 3.5068 -3.6885 -0.6960  0.361
32 H 2.8124 -5.2303 -1.3595  0.264
33 H 0.1761 -2.2728 -3.1935  0.626
34 H -2.5102 -2.0181 -5.3544  0.318
35 H -1.0551 -2.6009 -4.6125  0.363
36 H -0.9753 -2.6479 -7.1355  0.424
37 H 0.3581 -1.7565 -6.3933  0.374
38 H -1.2983 -0.7604 -8.2864  0.370
39 H -0.2897 0.1090 -7.3534  0.390
40 H -3.1245 -0.4366 -6.8022  0.417
41 H -2.4478 1.1038 -7.3070  0.442
42 H -2.9080 0.9120 -4.8325  0.420
43 H -1.3075 1.4851 -5.2694  0.500
44 Br -2.2684 -0.6504 2.2738  0.042
45 C -1.7089 -0.5572 4.0586  0.283
46 C -2.3808 -1.3213 4.9987  -0.701
47 C -1.9989 -1.2596 6.3256  -0.441
48 C -0.9637 -0.4132 6.6960  -0.711
49 C -0.3543 0.3216 5.7199  0.757
50 N -0.7012 0.2434 4.4219  0.368
51 C 0.6796 1.3481 6.0236  -0.040
52 O 1.1373 1.5712 7.0902  -0.520
53 O 0.9804 2.0662 4.9144  -0.308
54 H -3.1965 -1.9483 4.6723  0.468
55 H -2.5150 -1.8555 7.0670  0.468
56 H -0.6284 -0.2941 7.7176  0.575
57 N 2.3830 2.7776 2.8104  -0.127
58 N 2.1371 4.0987 3.1921  -0.290
59 C 0.8611 4.4558 3.4149  0.776
60 N 0.5671 5.6308 3.9214  -0.343
61 N 0.0053 3.5026 3.0458  -0.193
62 N -1.3094 3.5446 3.4368  1.116
63 O -1.7920 2.4151 3.5022  -0.507
64 O -1.8571 4.5636 3.7786  -0.684
65 H 3.0809 2.3649 3.4232  0.369
66 H 2.7163 2.7618 1.8515  0.344
67 H 2.9086 4.6951 3.4438  0.177
68 H 1.2769 6.2568 4.2686  0.203
69 H -0.4025 5.8835 4.0347  0.212

Calculated values
HOMO level (alpha / beta): -16.094 / -16.079 eV
2S+1: 4
Net charge: +3
⟨S²⟩: 3.91
Largest force on an atom: 0.0230 hartree/bohr
LUMO (alpha / beta): -10.5 / -8.9 eV
Total energy: -5773.56988 Ha
Gap between HOMO and LUMO (alpha / beta): 5.5780 / 7.2145 eV
Energy above the lowest of the compared OMol25 structures with the same formula, charge and spin: 43.02 kJ/mol

***

[2]
The molecule C5H12N2. Source: OMol25; level of theory: the ωB97M-V functional and the def2-TZVPD basis.

Last column: Mulliken charge in e.
Cartesian coordinates (Å):
1 C 0.0408 -0.6359 1.6483  -0.857
2 C 0.4818 0.5654 0.9900  0.251
3 C -0.3431 1.1942 -0.0549  -0.521
4 C -1.7730 0.2453 -0.2839  -0.467
5 N -2.5732 0.4711 -1.5243  -0.623
6 N 1.9687 0.4435 0.6168  -0.510
7 C 2.2279 -0.8208 -0.3115  -0.636
8 H -0.9929 -0.4757 2.1199  0.219
9 H 0.6832 -1.3691 1.9882  0.331
10 H -0.8176 2.1964 -0.0957  0.360
11 H 0.3789 1.1090 -0.9974  0.285
12 H -2.4424 0.3929 0.5732  0.247
13 H -1.1232 -0.6820 -0.3442  0.387
14 H -3.1824 -0.4072 -1.7950  0.250
15 H -1.9282 0.7395 -2.1941  0.219
16 H 2.5160 0.2497 1.5184  0.309
17 H 1.3662 -0.8626 -1.1949  0.203
18 H 3.1527 -0.5152 -0.8678  0.289
19 H 2.3598 -1.8384 0.2088  0.265

Calculated values
HOMO level: -8.809 eV
Net charge: 0
Structure (SMILES): C=C(CCN)NC
Largest force on an atom: 0.1387 hartree/bohr
LUMO: 0.9 eV
Total energy: -307.04946 Ha
Gap between HOMO and LUMO: 9.6875 eV
Energy above the lowest of the compared OMol25 structures with the same formula, charge and spin: 472.28 kJ/mol

***

[3]
A cluster of 3 separate species, C33H39BCl2INO8 in total. Source: OMol25; level of theory: the ωB97M-V functional and the def2-TZVPD basis.

Last column: Mulliken charge in e.
Cartesian coordinates (Å):
1 C -3.2945 5.4712 2.1916  -0.761
2 C -4.3361 4.9481 0.9968  -0.204
3 O -5.3748 4.0915 1.6025  -0.469
4 C -5.5596 2.8974 0.7442  -0.058
5 C -6.8482 2.7089 -0.3052  -0.060
6 C -7.9899 3.9245 -0.3979  -0.062
7 Cl -9.3909 4.1536 0.7934  -0.175
8 C -7.8160 4.8583 -1.5799  0.223
9 C -8.8126 6.1358 -1.8971  -0.931
10 Cl -6.3659 4.6014 -2.7622  -0.178
11 C -6.9442 1.3256 -1.2405  -0.292
12 C -5.7937 0.1436 -1.1892  0.263
13 C -5.9422 -1.1958 -2.1525  0.283
14 C -5.9903 -0.7293 -3.7577  -0.955
15 C -7.2405 -2.0963 -1.7013  -0.570
16 C -8.6951 -1.4787 -2.1392  -0.835
17 C -4.5224 0.3868 -0.1505  -0.049
18 C -4.3854 1.7367 0.8276  0.686
19 C -3.0378 1.8527 1.8116  0.391
20 O -3.1706 2.3123 3.0578  -0.507
21 C -1.6249 1.3368 1.1210  0.317
22 C -0.1502 2.0203 1.3356  -0.513
23 C 1.1909 1.4193 0.5407  -0.510
24 I 3.1003 2.4137 0.9243  0.028
25 C 1.0944 0.1435 -0.4820  0.295
26 B 2.3135 -0.5191 -1.3583  0.541
27 O 2.0480 -1.8783 -1.9489  -0.531
28 N 3.6582 0.1030 -1.6784  0.060
29 C 3.6173 0.9023 -2.9621  -0.961
30 C 4.7951 -0.8939 -1.6392  -0.944
31 C -0.4187 -0.5513 -0.6402  -0.570
32 C -1.7586 0.0013 0.1271  0.284
33 C -3.2673 -0.7027 -0.0303  -0.096
34 O -3.4147 -2.0315 -0.0145  -0.547
35 H -3.3525 6.6337 2.3141  0.280
36 H -3.6493 4.9427 3.1742  0.252
37 H -2.1886 5.1358 1.9705  0.134
38 H -4.7981 5.8627 0.3867  0.308
39 H -3.6427 4.3728 0.2181  0.234
40 H -8.6906 6.9290 -1.0169  0.266
41 H -8.4600 6.6321 -2.9224  0.313
42 H -9.9322 5.7819 -1.9873  0.282
43 H -7.8645 1.2645 -1.9660  0.142
44 H -4.9999 -1.9217 -2.0848  0.335
45 H -4.9243 -0.9077 -4.2536  0.278
46 H -6.8169 -1.3744 -4.2781  0.277
47 H -6.1802 0.4251 -3.7818  0.272
48 H -7.2238 -2.1857 -0.5150  0.312
49 H -7.1831 -3.2099 -2.1182  0.327
50 H -8.6354 -0.5646 -2.8671  0.223
51 H -9.4166 -2.2866 -2.6382  0.253
52 H -9.2553 -1.1484 -1.1437  0.245
53 H -0.0003 2.9367 2.0485  0.300
54 H 2.2544 -1.7883 -2.9458  0.317
55 H 2.5745 1.4828 -2.9749  0.311
56 H 4.4437 1.7575 -2.8657  0.279
57 H 3.7280 0.2737 -3.9434  0.310
58 H 4.5351 -1.9289 -1.1593  0.267
59 H 5.2597 -0.9462 -2.7119  0.309
60 H 5.6329 -0.4129 -0.9384  0.256
61 H -0.5134 -1.4830 -1.3588  0.313
62 O 9.0864 -0.8957 -0.9778  -0.614
63 C 8.7195 -2.0547 -0.8773  0.415
64 C 9.0084 -2.9603 0.2814  0.084
65 C 8.6800 -4.3173 -0.2880  -0.557
66 C 7.6182 -3.9991 -1.3079  -0.302
67 O 7.9440 -2.6992 -1.7979  -0.346
68 H 8.3492 -2.6977 1.1133  -0.084
69 H 10.0567 -2.8943 0.5816  0.365
70 H 8.3518 -5.0396 0.4642  0.304
71 H 9.5645 -4.7290 -0.7893  0.227
72 H 6.6160 -3.9655 -0.8680  0.196
73 H 7.6187 -4.7156 -2.1345  0.335
74 O 9.2560 -3.8500 2.7214  -0.484
75 C 8.7890 -3.7702 3.8456  0.434
76 C 7.8550 -2.7005 4.3247  -0.337
77 C 7.9273 -2.8644 5.8217  -0.568
78 C 8.2296 -4.3317 5.9788  -0.431
79 O 9.0156 -4.6784 4.8395  -0.363
80 H 6.8514 -2.9041 3.9409  0.267
81 H 8.1959 -1.7106 4.0126  0.315
82 H 7.0160 -2.5548 6.3403  0.319
83 H 8.7600 -2.2697 6.2165  0.270
84 H 7.3228 -4.9455 5.9775  0.262
85 H 8.7948 -4.5362 6.8928  0.308

Calculated values
HOMO level: -8.678 eV
Net charge: 0
Structure (SMILES): CCOc1c(/C(Cl)=C(/C)Cl)cc([C@H](C)CC)c2c1C(=O)c1cc(I)c(B(O)N(C)C)cc1C2=O.O=C1CCCO1.O=C1CCCO1
Largest force on an atom: 0.1613 hartree/bohr
LUMO: -1.8 eV
Total energy: -3179.64208 Ha
Gap between HOMO and LUMO: 6.8752 eV

***

> Which of these has the highest net charge?

C24H26BrFMnN9O7